(1)
Formula: C2H8N2O
Source: the OMol25 dataset
Level of theory: wB97M-V/def2-TZVPD

```
13
Properties=species:S:1:pos:R:3:forces:R:3
C -1.4924 -1.0625 2.1020 0.55 0.74 0.36
H 0.4607 1.0291 0.5633 -0.29 -0.06 0.20
H -0.6360 -1.6157 1.6775 -0.15 -0.12 -0.09
N 1.6211 0.4137 -1.6826 1.06 -0.02 0.70
H 2.3242 -0.2911 -1.4747 -0.23 -0.32 -0.31
H -2.4932 -1.4638 1.9962 -0.48 -0.45 -0.24
H -0.3857 0.1738 -2.0256 -0.12 -0.74 0.01
H 1.9828 1.1770 -1.1072 -0.44 0.17 -0.31
C 0.2990 0.0087 -1.1911 -0.50 1.31 0.08
N -0.2606 0.8849 -0.1420 0.77 -0.30 -0.43
H 0.3048 -1.0181 -0.8320 -0.10 -0.11 -0.19
H -0.4012 1.7929 -0.5738 -0.14 0.04 0.14
O -1.3237 -0.0289 2.6901 0.08 -0.14 0.07
```
Positions in Å, forces in eV/Å.

As for the energy relative to the best compared isomer or geometry (same formula, charge and spin): 2.239 eV. For the HOMO-LUMO gap, the calculation gives 0.37769 hartree. As for the structure (SMILES): C=O.NCN. Its total charge is 0. As for the largest force on an atom: 1.4 eV/Å.

(2)
Formula: C15H20BF4MnN7PS2
Source: the OMol25 dataset
Level of theory: wB97M-V/def2-TZVPD

```
51
Properties=species:S:1:pos:R:3:forces:R:3
N 1.5545 0.0569 -0.9420 -0.35 -0.12 0.44
N -1.4965 -0.0310 -1.0126 0.16 -0.15 0.29
H -0.8013 -1.6671 6.1576 -0.03 -0.04 -0.05
H -1.7317 -0.0425 -5.0562 0.02 -0.03 0.03
Mn 0.0670 0.2946 0.4945 -0.11 0.26 -0.29
H 1.5607 -1.5024 5.9726 0.01 -0.03 0.01
C -3.1641 -0.7730 -2.2756 0.05 0.01 -0.07
H 1.5449 0.2644 6.1235 -0.02 0.00 0.03
H 0.0518 3.3026 1.8227 0.00 -0.03 0.01
C -0.0043 2.6220 -1.3107 0.06 0.10 0.00
C 0.0365 3.3480 0.7492 0.00 -0.12 -0.08
H -2.9744 -1.3235 -0.1489 0.03 0.02 -0.04
N -2.3429 0.0160 -3.0359 -0.09 0.05 -0.10
F -0.7616 -3.0040 -0.6005 0.14 -0.10 0.11
H -0.6474 -0.1023 6.9673 -0.02 0.02 0.03
C 2.5929 0.2699 -4.3882 -0.04 -0.02 0.04
N 0.0232 2.2198 -0.0396 -0.02 0.28 0.25
N 2.3892 0.0134 -2.9581 0.12 0.02 -0.11
C -1.3413 0.4501 -2.2393 -0.16 -0.03 -0.15
C -2.5498 0.3407 -4.4507 0.04 -0.02 0.05
H -3.4733 -0.1242 -4.7792 -0.02 -0.02 0.02
H -0.9301 4.5804 -3.1481 -0.04 -0.03 0.02
C -0.5226 0.1210 3.7972 0.32 -0.17 -0.15
H 2.6648 1.3380 -4.5758 0.01 0.02 0.04
C -0.0447 4.8023 -2.5592 0.01 -0.05 0.07
H 3.5202 -0.2028 -4.6932 0.03 -0.02 0.02
H 3.0093 -1.2300 -0.0239 -0.04 0.02 -0.02
C 3.2047 -0.7571 -2.1682 -0.06 0.03 -0.10
C 1.3943 0.4921 -2.1872 0.15 0.00 -0.17
F -0.0622 -4.0107 1.3381 0.06 0.11 -0.12
N -0.0102 3.9649 -1.3515 -0.01 0.17 -0.09
C -0.4458 -0.6436 6.0471 0.01 -0.01 -0.06
H -4.0396 -1.2527 -2.6813 0.05 0.06 0.00
F 0.3978 -1.3054 1.1481 0.16 -0.41 0.02
C 2.6729 -0.7315 -0.9166 -0.02 0.03 0.09
H 4.0744 -1.2603 -2.5563 -0.04 0.05 -0.01
F 1.4614 -3.4050 -0.2747 -0.20 -0.02 0.14
S -1.2592 0.8103 2.4235 -0.10 0.10 -0.29
P 0.0180 1.5332 -2.7763 -0.01 -0.01 0.03
H 1.7777 -0.1503 -4.9725 -0.02 -0.03 0.03
H 0.8457 4.6383 -3.1599 0.04 -0.02 0.02
H -0.0774 5.8429 -2.2545 0.00 0.01 0.04
C 1.0401 -0.5940 5.6874 -0.03 0.13 -0.09
N -1.1594 -0.0031 4.9323 -0.06 0.03 0.28
H -2.6320 1.4162 -4.5870 -0.01 0.01 0.04
C -2.6268 -0.7989 -1.0233 0.02 0.04 0.11
B 0.2188 -3.4354 0.1889 0.02 -0.04 -0.11
H 0.0206 5.4876 0.1663 -0.01 -0.02 -0.04
S 1.1073 -0.4201 3.8687 0.01 -0.10 0.09
C 0.0162 4.4355 -0.0622 0.01 0.03 -0.18
H -2.1392 0.2352 5.0077 0.00 0.03 -0.02
```
Positions in Å, forces in eV/Å.

As for the spin multiplicity: 5. As for the energy relative to the best compared isomer or geometry (same formula, charge and spin): 0.000 eV. For the HOMO-LUMO gap (alpha / beta), the calculation gives 0.27756 / 0.31263 hartree. Its total charge is +2. As for the largest force on an atom: 0.6 eV/Å.

Which formula does entry 1 have? C2H8N2O

Look up the largest force on an atom of the first one. 1.4 eV/Å

total charge of number 2 (C15H20BF4MnN7PS2)? +2

Among the records above, which one has the highest largest force on an atom? C2H8N2O